{
  "formula": "C13H22ClFN3O4SSi",
  "method": "ωB97M-V with the def2-TZVPD basis set",
  "symbols": ["C", "C", "C", "C", "C", "Si", "C", "C", "C", "N", "C", "N", "C", "S", "O", "O", "F", "N", "C", "C", "O", "Cl", "H", "H", "H", "H", "H", "H", "H", "H", "H", "H", "H", "H", "H", "H", "H", "H", "H", "H", "C", "O", "H", "H", "H", "H"],
  "positions_angstrom": [[3.48159, -2.61486, 1.14093], [2.17132, -2.33555, 1.63472], [0.90687, -1.65664, 2.49373], [-0.00074, -0.62063, 1.60354], [0.39754, 0.67921, 0.67479], [2.16919, 1.40334, 0.41488], [2.12397, 3.35849, 0.60031], [2.92918, 1.04677, -1.31921], [3.46091, 0.80801, 1.75455], [-0.95291, 1.14703, 0.09243], [-1.07310, 2.33006, -0.89004], [-0.29302, 2.07014, -2.19557], [-2.19587, 0.35574, 0.54767], [-4.00194, 0.57637, 0.08251], [-4.46547, 2.05473, -0.02871], [-4.99952, -0.10910, 1.08975], [-4.21566, -0.30759, -1.41172], [-1.52188, -0.68228, 1.46365], [-2.41182, -1.69604, 2.16385], [-3.11157, -2.72155, 1.08458], [-4.40550, -3.10838, 1.20530], [-1.99353, -3.36098, -0.29114], [4.64361, -2.70964, 0.88403], [0.30200, -2.58860, 2.91559], [1.29089, -1.07633, 3.46094], [3.22975, 3.76217, 0.44088], [1.33960, 3.86339, -0.10863], [1.88736, 3.54640, 1.75238], [4.10367, 0.89234, -1.21888], [2.53290, 0.04298, -1.82846], [2.79281, 1.95117, -2.07839], [4.27778, 0.09136, 1.26405], [4.08574, 1.74414, 2.14939], [2.93285, 0.33610, 2.69012], [-2.19957, 2.49350, -1.24907], [-0.76350, 3.35965, -0.38890], [-0.19959, 1.02874, -2.28856], [0.63797, 2.54187, -2.14973], [-3.22516, -1.05466, 2.75590], [-1.87004, -2.34810, 2.97062], [-1.61819, -2.27058, -3.61989], [-0.64982, -1.30947, -3.24195], [-2.45204, -2.23097, -2.91511], [-1.98270, -2.04604, -4.62523], [-1.17154, -3.26769, -3.59695], [0.07717, -1.36803, -3.88495]],
  "atomic_forces_ev_per_a": [[-8.988, 2.724, 4.157], [9.177, -0.476, -2.552], [0.570, -0.929, -0.254], [-2.761, 3.493, -3.350], [-5.844, -3.699, 1.732], [2.182, 1.670, -0.364], [0.027, 0.034, 1.025], [0.685, -0.801, -1.739], [0.891, -0.028, 0.766], [-0.652, -2.253, 2.047], [-0.584, 1.332, -1.977], [-0.115, -0.144, 2.673], [7.634, -0.628, 1.301], [-7.580, 1.620, 2.597], [3.488, -5.547, -0.810], [5.429, 1.632, -4.045], [1.246, 2.164, 3.247], [0.744, 1.060, -1.179], [-1.105, -0.086, 0.480], [-7.174, -2.057, 0.937], [9.849, 2.780, -0.963], [-1.589, 1.070, 2.180], [-3.388, -0.075, 0.515], [0.987, 2.207, -1.190], [-0.533, -1.210, -2.367], [-2.446, -0.820, 0.063], [1.708, -0.658, 1.501], [0.243, -0.046, -2.515], [-2.466, 0.388, -0.022], [0.777, 2.226, 1.024], [0.181, -1.979, 1.602], [-2.094, 1.336, 1.252], [-1.565, -1.829, -0.897], [1.361, 0.698, -1.784], [2.304, -0.848, 1.373], [-0.442, -2.496, -0.856], [0.050, 1.306, -0.231], [-1.039, -0.899, -0.007], [1.454, -1.751, -1.600], [-0.658, 1.363, -1.821], [-0.114, -0.167, -0.253], [0.733, 0.454, 0.048], [0.181, 0.074, -0.122], [-0.153, -0.193, 0.054], [-0.221, -0.097, -0.050], [-0.393, 0.084, 0.376]],
  "lowdin_charge": [0.08, -0.07, -0.13, -0.01, -0.03, 0.53, -0.22, -0.23, -0.21, -0.03, -0.18, 0.03, -0.08, 0.94, -0.28, -0.30, -0.22, -0.06, -0.11, -0.53, -0.02, 0.61, 0.09, 0.12, 0.14, 0.08, 0.03, 0.07, 0.07, 0.06, 0.06, 0.05, 0.07, 0.03, 0.14, 0.15, 0.07, 0.05, 0.17, 0.15, -0.17, -0.16, 0.04, 0.09, 0.08, 0.09],
  "lumo_ev": -5.70,
  "e_homo_ev": -12.906,
  "homo_lumo_gap_ev": 7.21,
  "charge": 1,
  "e_tot_ev": -60428.6254
}

---

{
  "formula": "C13H22ClFO7S",
  "method": "ωB97M-V with the def2-TZVPD basis set",
  "symbols": ["C", "C", "C", "F", "C", "C", "C", "O", "C", "O", "O", "C", "C", "O", "O", "C", "C", "O", "Cl", "H", "H", "H", "H", "H", "H", "H", "H", "H", "H", "H", "H", "H", "H", "H", "H", "C", "S", "O", "C", "H", "H", "H", "H", "H", "H"],
  "positions_angstrom": [[-1.03083, -4.61441, -2.59828], [-0.20021, -3.32656, -2.64908], [0.37103, -2.89176, -1.29505], [1.76265, -3.07554, -1.35859], [0.12880, -1.42351, -0.89217], [-1.29085, -1.14871, -0.38660], [-2.47955, -1.81251, -1.08472], [0.42977, -0.60201, -2.05255], [1.72677, -0.20008, -1.99811], [2.28231, 0.38852, -2.85344], [2.28470, -0.56019, -0.81720], [1.21533, -0.87442, 0.08535], [0.82910, 0.49680, 0.68635], [0.08231, 0.29759, 1.87544], [-0.60346, 1.54612, 2.08052], [1.67397, -1.78488, 1.22613], [2.69936, -2.85447, 0.89578], [3.82460, -2.67057, 0.62435], [2.03868, -4.51729, 0.93102], [-1.70069, -4.68634, -3.45770], [-1.64818, -4.67530, -1.69615], [-0.38052, -5.49482, -2.60161], [0.68362, -3.50625, -3.27011], [-0.75625, -2.51282, -3.11050], [0.02323, -3.55445, -0.49024], [-1.44588, -0.06676, -0.40984], [-1.29533, -1.44724, 0.66931], [-3.39993, -1.34508, -0.72193], [-2.46315, -1.65987, -2.16596], [-2.54386, -2.88130, -0.87340], [0.24033, 1.09048, -0.01766], [1.76637, 1.03015, 0.89538], [-1.23893, 1.28930, 2.76585], [2.16098, -1.15867, 1.98152], [0.79814, -2.24979, 1.68157], [-0.41557, 4.85348, 1.63675], [-0.06197, 5.98104, 2.98684], [-1.20108, 5.86701, 3.93506], [-0.31743, 7.49564, 2.05401], [-0.36081, 3.84333, 2.03529], [-1.41847, 5.05159, 1.25778], [0.32671, 4.97694, 0.84735], [-1.32860, 7.49923, 1.64777], [0.42385, 7.56112, 1.25754], [-0.19107, 8.32725, 2.74394]],
  "atomic_forces_ev_per_a": [[0.051, -0.081, 0.126], [0.078, -0.090, 0.027], [-0.117, -0.012, 0.131], [-0.193, 0.147, -0.434], [0.091, -0.002, -0.201], [0.018, -0.096, 0.123], [0.012, 0.152, -0.119], [-0.050, -0.095, 0.211], [-0.259, -0.398, 0.230], [0.300, 0.284, -0.512], [-0.211, 0.232, 0.213], [-0.035, 0.101, -0.087], [0.124, -0.054, 0.060], [-0.054, 0.039, -0.168], [-0.055, -0.068, 0.108], [0.119, -0.221, 0.283], [-0.524, 0.117, -0.478], [0.535, 0.103, 0.155], [0.082, -0.377, 0.631], [0.106, -0.010, 0.039], [0.041, 0.051, -0.137], [-0.098, 0.105, 0.024], [-0.209, 0.183, -0.056], [0.047, -0.034, 0.023], [-0.001, 0.181, -0.105], [0.100, -0.120, 0.057], [-0.070, 0.109, -0.126], [0.118, -0.128, 0.038], [0.017, -0.053, 0.099], [0.029, 0.089, -0.091], [0.068, -0.085, 0.002], [-0.144, -0.077, 0.054], [0.094, -0.004, -0.046], [-0.091, -0.085, -0.064], [0.061, 0.143, 0.017], [0.001, -0.006, -0.096], [-0.007, -0.004, 0.035], [-0.013, -0.004, 0.006], [0.004, 0.032, -0.037], [0.033, 0.033, -0.006], [-0.003, 0.022, 0.028], [0.009, 0.000, 0.015], [-0.004, -0.014, 0.014], [0.000, 0.006, 0.005], [0.001, -0.011, 0.010]],
  "lowdin_charge": [-0.09, -0.16, -0.25, -0.05, -0.28, -0.13, -0.06, 0.11, -0.54, 0.20, 0.11, -0.31, -0.11, -0.14, -0.02, -0.06, -0.76, 0.11, 0.70, 0.08, 0.06, 0.08, 0.13, 0.10, 0.12, 0.12, 0.13, 0.08, 0.08, 0.07, 0.14, 0.16, 0.12, 0.15, 0.12, -0.27, 0.80, -0.56, -0.28, 0.02, 0.06, 0.06, 0.06, 0.05, 0.05],
  "lumo_ev": 0.26,
  "e_homo_ev": -9.035,
  "homo_lumo_gap_ev": 9.29,
  "charge": 0,
  "e_tot_ev": -54242.1959
}

---

{
  "formula": "C13H22F10O5P",
  "method": "ωB97M-V with the def2-TZVPD basis set",
  "symbols": ["C", "C", "F", "C", "P", "C", "O", "C", "F", "F", "F", "H", "H", "H", "H", "H", "H", "H", "H", "H", "H", "H", "H", "C", "C", "O", "C", "O", "C", "F", "F", "F", "H", "H", "H", "H", "H", "C", "C", "O", "C", "O", "C", "F", "F", "F", "H", "H", "H", "H", "H"],
  "positions_angstrom": [[1.94332, -0.40191, 4.39567], [1.56224, 0.61502, 3.20038], [2.66104, 0.69664, 2.28044], [1.22101, 2.04500, 3.81851], [-0.51390, 2.73732, 3.28262], [-1.38158, 1.56423, 4.54791], [-2.62350, 0.95050, 4.06206], [-2.52383, -0.41644, 3.92745], [-2.13778, -1.09161, 5.08691], [-3.82901, -0.88395, 3.64282], [-1.75836, -0.82339, 2.81585], [2.27033, -1.36460, 3.86576], [1.06522, -0.59165, 5.08475], [2.78951, 0.00240, 5.03464], [0.69014, 0.13668, 2.66411], [2.02504, 2.77636, 3.45619], [1.29353, 2.04491, 4.96487], [-0.65669, 1.77442, 2.21151], [-1.75205, 3.41084, 2.94554], [-0.36359, 3.71438, 4.37942], [0.19173, 3.66015, 2.41754], [-0.61736, 0.83487, 4.95212], [-1.68411, 2.23255, 5.43090], [-1.99480, 0.05667, -2.67032], [-1.87965, 1.49737, -3.12614], [-1.59423, 2.35745, -2.01549], [-0.30541, 2.40754, -1.63059], [0.58020, 1.78562, -2.14971], [-0.13325, 3.39077, -0.47696], [-1.07787, 3.24125, 0.46264], [-0.20615, 4.67335, -0.89815], [1.04757, 3.25941, 0.13524], [-2.73325, -0.03449, -1.87032], [-2.28918, -0.58908, -3.49950], [-1.04592, -0.30630, -2.27026], [-2.83348, 1.82747, -3.54269], [-1.12854, 1.61358, -3.91159], [2.39009, -5.09035, -3.65684], [1.31467, -4.17318, -3.10919], [1.26115, -2.94871, -3.85751], [0.58408, -2.99664, -5.01545], [0.04517, -3.97782, -5.44876], [0.56548, -1.62037, -5.67331], [1.77166, -1.02764, -5.66355], [-0.27877, -0.78176, -5.04444], [0.17693, -1.66427, -6.95682], [3.35376, -4.57647, -3.68513], [2.48401, -5.98600, -3.04019], [2.16246, -5.39773, -4.67972], [1.55457, -3.90093, -2.07999], [0.33733, -4.66144, -3.09318]],
  "atomic_forces_ev_per_a": [[0.506, 0.000, -1.254], [-0.181, 0.051, 2.500], [-0.872, -0.262, 0.726], [1.403, -0.776, -0.239], [0.972, 1.204, 0.526], [0.429, 0.958, 1.616], [1.042, -3.328, 0.079], [-2.004, 0.946, -0.728], [-0.102, 0.905, -2.201], [2.166, 0.545, 0.479], [-0.893, 0.406, 2.513], [-0.417, 1.052, 1.098], [0.863, 0.186, -1.009], [-0.909, -0.432, -0.900], [0.958, 0.808, 0.220], [-1.133, -0.927, 0.378], [-0.028, -0.274, -1.488], [-0.063, -0.440, -0.024], [-0.574, -0.336, -0.105], [0.059, 0.097, 0.316], [-0.087, 0.175, -0.154], [-1.270, 0.296, -0.530], [0.259, -0.982, -1.174], [0.106, -0.151, 0.298], [-0.202, -0.467, -0.384], [0.475, 0.428, 0.286], [-0.440, -0.731, -1.080], [-0.080, 0.426, 0.427], [0.154, 0.860, 2.199], [-0.033, -0.088, -1.279], [-0.067, -0.272, -0.525], [-0.183, -0.336, -0.832], [-0.036, 0.066, -0.119], [-0.018, 0.089, 0.027], [-0.015, 0.050, -0.127], [0.072, 0.205, 0.268], [0.102, 0.026, 0.243], [0.085, 0.044, -0.366], [0.185, -0.630, 0.455], [-0.429, 0.516, -0.692], [0.237, -1.231, 1.172], [0.032, 0.671, -0.297], [0.130, 1.664, -0.827], [-0.114, -0.476, 0.186], [0.081, -0.516, 0.093], [-0.001, -0.503, 0.390], [-0.060, -0.028, 0.155], [-0.032, 0.087, 0.011], [-0.080, -0.045, 0.108], [-0.036, 0.310, -0.206], [0.045, 0.158, -0.227]],
  "lowdin_charge": [-0.09, -0.39, -0.10, -0.34, 0.35, -0.33, -0.05, -0.55, 0.09, 0.06, 0.08, 0.07, 0.06, 0.07, 0.11, 0.08, 0.07, -0.03, -0.05, -0.05, -0.07, 0.06, 0.09, -0.07, -0.21, 0.03, -0.37, 0.16, -0.54, 0.10, 0.15, 0.15, 0.09, 0.07, 0.08, 0.12, 0.12, -0.06, -0.20, 0.03, -0.38, 0.16, -0.52, 0.16, 0.16, 0.16, 0.08, 0.08, 0.07, 0.13, 0.13],
  "lumo_ev": 2.22,
  "relative_energy_ev": 1.5971,
  "e_homo_ev": -3.651,
  "homo_lumo_gap_ev": 5.87,
  "charge": -1,
  "e_tot_ev": -60536.7826
}